Record 1
{
  "formula": "C4H9INO2",
  "method": "ωB97M-V/def2-TZVPD",
  "total_charge": 1,
  "symbols": ["C", "O", "H", "H", "H", "C", "O", "H", "H", "I", "H", "N", "H", "H", "C", "H", "C"],
  "coordinates": [[-0.931041, -0.548491, -0.599916], [-0.070485, 0.368294, 0.054800], [0.391332, 3.410446, 0.459272], [-2.526666, -2.685256, -1.050193], [-1.498028, -1.084588, 1.489006], [-2.294150, -2.448513, 0.005188], [-1.761866, 0.029609, -1.525727], [-2.574572, 0.378895, -1.352331], [-0.205631, -1.214565, -1.136323], [5.706916, -0.173485, -0.213650], [1.407560, 2.107905, 0.960282], [0.541650, 2.455828, 0.586757], [-0.951347, 1.982284, -0.828593], [-2.910836, -3.138525, 0.636089], [-1.636143, -1.410782, 0.456285], [6.498987, -0.675578, -1.599193], [-0.282047, 1.662980, -0.006985]],
  "atomic_forces_ev_per_a": [[-1.164, -2.531, -0.558], [0.425, 3.216, 1.246], [0.101, 1.848, -0.063], [0.883, 0.469, 0.424], [-0.177, -0.497, -0.175], [-2.477, -1.772, 0.198], [4.507, -0.932, -1.929], [-3.564, 0.944, 1.756], [-0.716, 0.822, 0.119], [0.582, -0.371, -0.983], [0.149, -0.061, 0.556], [-0.313, -1.158, -0.107], [-0.238, 0.248, 1.130], [0.953, 0.836, -0.139], [0.865, 1.272, -0.529], [-0.602, 0.377, 0.994], [0.788, -2.710, -1.941]],
  "mulliken_charge": [0.307, -0.285, 0.275, 0.263, 0.321, -0.696, -0.504, 0.349, 0.290, -0.121, 0.264, -0.202, 0.356, 0.271, -0.237, 0.121, 0.227]
}

***

Record 2
{
  "formula": "C4H9IO",
  "method": "ωB97M-V/def2-TZVPD",
  "smiles": "CC(C)(O)CI",
  "symbols": ["C", "H", "H", "O", "C", "H", "I", "H", "H", "C", "H", "H", "H", "C", "H"],
  "coordinates": [[0.905692, 0.474593, -1.015429], [1.033792, -1.803617, 0.547300], [-0.037857, -1.277307, 1.952928], [-0.191316, 1.305535, 0.978215], [-1.476722, -0.144455, -0.530554], [-1.488293, -1.233548, -0.729398], [-3.063900, -0.227093, 0.868930], [0.540139, 1.082624, -1.852800], [-1.645650, 0.514495, -1.347396], [0.612896, -0.927327, 1.104771], [0.418525, 2.004648, 0.706108], [1.915276, 0.833909, -0.813245], [1.491909, -0.383424, 1.529401], [-0.079398, 0.249007, 0.136030], [1.064906, -0.468039, -1.534860]],
  "atomic_forces_ev_per_a": [[-0.096, -0.426, -1.292], [-0.660, 0.668, 0.305], [0.457, 0.499, -0.985], [-0.346, 2.336, 0.682], [1.818, -1.485, 2.030], [0.485, 0.901, -0.827], [-0.345, 0.494, 0.240], [-0.351, 0.403, 0.477], [-0.609, 0.263, -0.638], [-0.248, 0.732, -0.838], [-0.267, -0.134, 0.156], [-0.134, 0.096, 0.743], [-0.707, -0.475, -0.154], [0.972, -3.500, -0.069], [0.034, -0.370, 0.171]],
  "mulliken_charge": [-1.711, 0.315, 0.287, -0.502, -1.176, 0.369, 0.020, 0.435, 0.515, -1.169, 0.357, 0.438, 0.323, 1.091, 0.409]
}

***

Record 3
{
  "formula": "C4H9N",
  "method": "ωB97M-V/def2-TZVPD",
  "s2": 0.771,
  "total_charge": -1,
  "multiplicity": 2,
  "symbols": ["H", "C", "H", "H", "H", "H", "H", "N", "H", "H", "H", "C", "C", "C"],
  "coordinates": [[-3.260388, 0.955866, 0.377211], [-1.254963, 0.120739, 0.377664], [-2.003574, 1.319692, -1.370305], [3.501047, -0.307571, -0.664285], [1.745548, -0.383226, -0.180483], [-2.129522, 1.739660, 1.616955], [2.980657, -1.531271, 0.446740], [-0.208179, -0.548998, 0.836711], [2.311133, -1.646168, -1.205827], [-0.387645, 0.564372, -1.597395], [-0.355789, -0.881101, 1.791964], [2.630757, -0.957558, -0.441385], [-1.240603, 0.676803, -0.922942], [-2.328479, 0.878761, 0.935378]],
  "atomic_forces_ev_per_a": [[0.311, 0.077, 0.049], [1.074, 1.279, -2.076], [-0.094, -0.501, 0.461], [-0.545, -0.343, -0.564], [0.036, 0.035, 0.320], [-0.109, -1.056, -0.156], [-0.586, 0.193, -0.445], [-0.627, -0.464, 0.626], [0.372, -0.178, -0.527], [0.261, -0.079, 0.305], [-0.212, 0.350, -0.050], [0.975, 0.242, 1.144], [0.404, -0.506, -1.591], [-1.258, 0.953, 2.503]],
  "lowdin_spin": [0.037, 0.072, 0.018, 0.000, 0.000, 0.033, 0.000, -0.033, 0.000, 0.035, 0.001, 0.000, 0.293, 0.544]
}

***

Record 4
{
  "formula": "C4H9N",
  "method": "ωB97M-V/def2-TZVPD",
  "smiles": "C=C(C)NC",
  "symbols": ["C", "H", "H", "C", "H", "H", "H", "H", "N", "C", "H", "H", "H", "C"],
  "coordinates": [[-0.558337, -0.079443, -1.674884], [-2.257586, -0.331354, 0.155028], [1.117374, -1.225802, -0.481058], [1.757965, -0.115016, 1.031034], [-1.333316, 0.549423, -2.305716], [2.384197, 0.437023, 0.334010], [1.411161, 0.601427, 1.891376], [-1.637205, 0.684867, 1.380337], [0.593044, -0.759239, 0.291347], [-1.640346, 0.482399, 0.334212], [2.336811, -0.946338, 1.603583], [-1.851209, 1.493243, 0.012327], [0.036996, -0.832836, -2.219376], [-0.359543, 0.041644, -0.352220]],
  "atomic_forces_ev_per_a": [[-0.088, 0.936, -1.768], [-1.967, -0.722, -0.399], [-0.819, 0.083, 0.816], [-1.222, -0.307, 2.442], [1.459, -1.673, 1.710], [0.232, 0.035, 0.122], [0.373, -1.219, -1.789], [0.676, -0.465, 1.191], [2.316, -0.294, -0.083], [2.307, 2.116, 1.053], [-0.906, 1.381, -1.335], [-0.966, -0.184, -1.001], [-0.051, 0.808, -0.088], [-1.342, -0.497, -0.871]],
  "mulliken_charge": [-0.945, 0.295, 0.254, -0.761, 0.229, 0.317, 0.254, 0.366, -0.306, -1.237, 0.267, 0.379, 0.229, 0.661]
}

***

Record 5
{
  "formula": "C4H9N",
  "method": "ωB97M-V/def2-TZVPD",
  "symbols": ["C", "H", "C", "H", "H", "H", "N", "C", "C", "H", "H", "H", "H", "H"],
  "coordinates": [[1.800035, 0.838181, 0.167317], [1.752737, -1.250744, -0.398386], [1.480359, -0.523603, 0.360052], [-2.412632, -1.096432, 0.678493], [2.359988, 1.108857, -0.723482], [-3.089398, -0.000337, -0.550940], [-0.697345, 1.367953, -0.375254], [-2.230141, -0.615336, -0.284897], [-0.988062, 0.203749, -0.213589], [1.437907, -0.927003, 1.366839], [-2.108737, -1.408930, -1.025401], [2.044941, 1.432822, 1.042965], [0.592384, 1.375097, -0.146538], [0.057964, -0.504275, 0.102821]],
  "atomic_forces_ev_per_a": [[-0.004, -0.242, 0.044], [-0.025, 0.038, 0.018], [-0.076, 0.290, -0.067], [0.025, 0.039, -0.056], [-0.049, -0.015, 0.023], [0.066, -0.025, 0.016], [0.092, -0.369, 0.084], [-0.042, -0.056, 0.003], [0.142, 0.367, -0.042], [-0.016, 0.028, -0.037], [0.007, 0.057, 0.045], [-0.039, -0.025, -0.031], [-0.166, -0.090, -0.013], [0.083, 0.003, 0.014]],
  "mulliken_charge": [-0.603, 0.310, -0.639, 0.284, 0.311, 0.308, -0.684, -1.037, 0.613, 0.310, 0.284, 0.311, 0.350, -0.116]
}

***

Record 6
{
  "formula": "C4H9N",
  "method": "ωB97M-V/def2-TZVPD",
  "smiles": "C=CC.C=N",
  "symbols": ["C", "H", "H", "H", "C", "H", "C", "C", "H", "H", "H", "N", "H", "H"],
  "coordinates": [[-0.133303, -0.050985, -2.723613], [-1.512642, -0.706101, 4.595425], [-0.198008, -0.778439, -1.879508], [-1.132358, -0.031580, -3.168906], [-1.017503, -1.457016, 3.787177], [0.286626, 2.043979, -3.058361], [1.025234, 1.448091, -1.030919], [0.354579, 1.231533, -2.275888], [0.648981, -0.671320, 3.884474], [1.401260, 2.460780, -0.764191], [0.504441, -0.413830, -3.462274], [0.243118, -1.545218, 3.494829], [-1.672090, -2.044224, 3.259716], [1.201665, 0.514331, -0.657960]],
  "atomic_forces_ev_per_a": [[-1.628, -1.426, 1.569], [1.275, -1.456, -2.015], [0.229, 0.363, -0.634], [0.032, 0.295, 0.057], [2.193, 2.519, 2.033], [-0.118, -0.573, 1.225], [-2.650, 1.852, -6.083], [2.413, 3.553, 2.886], [0.449, -1.053, 0.309], [-0.163, -1.320, 0.022], [1.156, -0.949, -1.390], [-2.216, 1.845, 0.458], [-1.700, -1.852, -0.794], [0.727, -1.796, 2.358]],
  "mulliken_charge": [-1.057, 0.175, 0.303, 0.288, -0.240, 0.246, -0.755, 0.146, 0.252, 0.245, 0.279, -0.477, 0.293, 0.304]
}

***

Record 7
{
  "formula": "C4H9N",
  "method": "ωB97M-V/def2-TZVPD",
  "smiles": "C=C[C@H](C)N",
  "symbols": ["N", "H", "H", "H", "C", "H", "C", "C", "H", "H", "H", "H", "H", "C"],
  "coordinates": [[0.910095, 1.309383, -0.018897], [1.339332, -2.018541, -0.458546], [1.690445, -1.121730, 1.093585], [-3.040116, -0.230593, 0.415572], [1.502268, -0.981749, -0.000081], [-2.281992, 0.069318, -1.226173], [-2.171669, -0.159352, -0.161462], [0.398006, 0.010255, -0.293056], [0.117044, 1.946169, 0.079536], [2.437039, -0.632730, -0.523941], [-0.967978, -0.365335, 1.510691], [1.487786, 1.367861, 0.898387], [0.229730, 0.043110, -1.373039], [-0.958930, -0.239689, 0.407301]],
  "atomic_forces_ev_per_a": [[1.239, 1.983, 2.543], [-0.169, 1.370, 0.776], [-0.110, 0.242, -0.823], [-1.203, -0.171, 0.740], [0.881, -1.786, -0.746], [0.018, -0.245, 0.274], [2.224, 0.387, -0.952], [-0.971, -0.952, -0.129], [0.493, 0.067, 0.052], [-0.804, -0.122, 0.795], [0.410, -0.062, -0.670], [-1.487, -0.255, -1.982], [-0.311, -0.502, -0.075], [-0.210, 0.046, 0.196]],
  "mulliken_charge": [-0.624, 0.332, 0.328, 0.301, -1.322, 0.239, -0.687, 0.496, 0.268, 0.353, 0.205, 0.270, 0.188, -0.348]
}

***

Record 8
{
  "formula": "C4H9N",
  "method": "ωB97M-V/def2-TZVPD",
  "symbols": ["H", "H", "H", "N", "H", "H", "H", "H", "C", "C", "C", "C", "H", "H"],
  "coordinates": [[0.622454, 1.501694, 1.266225], [-2.591542, 0.139813, -1.325538], [-0.902504, 1.636086, -0.518716], [1.354116, 1.176164, 0.640422], [1.498511, -1.852941, -0.343570], [2.024524, 0.791781, 1.303190], [0.305426, 0.322649, -1.132338], [-1.277708, -1.007433, -1.376714], [0.808199, -1.396443, 0.336141], [-1.844945, -0.366400, -0.706546], [0.522133, -0.026595, 0.061153], [-0.728907, 0.580021, -0.288465], [-2.420908, -0.703788, 0.157509], [0.724591, -1.770996, 1.346864]],
  "atomic_forces_ev_per_a": [[0.394, 0.869, 0.139], [0.189, 0.278, -0.027], [0.589, -0.023, 0.625], [-1.387, -1.444, 0.013], [0.192, -0.476, -0.167], [0.283, -0.370, -0.566], [-0.357, 0.098, -0.427], [-0.922, -1.269, 0.641], [-0.480, 0.505, -1.349], [0.206, 1.671, -0.784], [0.858, 2.200, 3.845], [-0.487, -1.598, -1.968], [0.681, -0.834, -0.084], [0.240, 0.391, 0.109]],
  "mulliken_charge": [0.277, 0.349, 0.444, -0.739, 0.238, 0.362, 0.091, 0.320, -1.037, -0.875, 0.533, -0.491, 0.248, 0.280]
}

***

Record 9
{
  "formula": "C4H9N",
  "method": "ωB97M-V/def2-TZVPD",
  "smiles": "C/C=C/CN",
  "symbols": ["H", "C", "H", "C", "H", "C", "H", "H", "N", "H", "H", "H", "C", "H"],
  "coordinates": [[-2.647346, 0.143347, -1.587653], [2.260275, -0.176170, 0.358535], [-2.243112, 0.251507, 1.052460], [-1.604043, -0.049075, 0.216592], [-1.763958, -1.128258, 0.124783], [0.843602, -0.254204, -0.124653], [2.905904, 0.156352, -0.454058], [2.608434, -1.152799, 0.714062], [-2.027658, 0.663713, -0.981171], [-1.256108, 0.873867, -1.608228], [0.060093, 0.851376, 1.449222], [0.700897, -0.764643, -1.070855], [-0.166819, 0.191294, 0.625014], [2.329838, 0.393693, 1.285951]],
  "atomic_forces_ev_per_a": [[-0.324, -0.254, 0.448], [-0.099, -0.328, 0.126], [-0.046, 0.080, -0.077], [-0.246, -0.209, 0.616], [0.131, -0.059, -0.100], [0.212, 0.026, 1.142], [0.322, 0.188, 0.363], [-0.042, -0.196, -0.538], [0.265, 0.520, -0.934], [0.208, 0.069, 0.468], [-0.103, -0.235, 0.401], [-0.303, -0.199, 0.061], [-0.068, -0.019, -1.604], [0.093, 0.617, -0.372]],
  "mulliken_charge": [0.227, -1.205, 0.264, -0.475, 0.238, 0.045, 0.328, 0.280, -0.600, 0.258, 0.258, 0.329, -0.259, 0.313]
}

***

Record 10
{
  "formula": "C4H9N",
  "method": "ωB97M-V/def2-TZVPD",
  "smiles": "C/C=C/NC",
  "symbols": ["H", "H", "C", "H", "C", "C", "H", "H", "H", "H", "C", "H", "H", "N"],
  "coordinates": [[-0.356524, 0.752820, 3.284581], [-0.316668, -1.619157, -0.745915], [0.089849, -0.427558, -2.366377], [-1.217212, 1.560187, 1.960219], [0.003744, 0.154988, -0.013135], [-0.275317, 1.090978, 2.250324], [0.527256, 1.821502, 2.271030], [0.412779, 0.601166, -2.441079], [-0.934773, -0.556232, -2.708382], [0.458155, -0.995602, 1.577208], [0.037838, -0.032423, 1.314519], [0.726352, -1.042632, -2.989146], [-0.189035, 1.172427, -0.366322], [0.293003, -0.843829, -0.968880]],
  "atomic_forces_ev_per_a": [[-0.226, -0.080, -0.064], [0.331, -0.305, -0.156], [0.359, -0.575, 0.640], [0.152, 0.152, 0.170], [0.152, 0.403, 0.835], [-0.013, -0.385, 0.535], [0.067, 0.308, -0.154], [-0.050, 0.231, -0.277], [-0.218, 0.250, -0.024], [-0.278, -0.052, 0.756], [0.434, -0.096, -1.642], [0.150, -0.023, -0.292], [-0.134, -0.278, -0.307], [-0.725, 0.449, -0.020]],
  "mulliken_charge": [0.331, 0.273, -0.778, 0.295, -0.280, -1.127, 0.271, 0.341, 0.260, 0.354, -0.031, 0.262, 0.228, -0.398]
}

***

The evaluated energy relative to the best compared isomer or geometry (same formula, charge and spin) for the records listed, in turn: 13.4, 2.6, 32.1, 45.8, 64.7, 62.6, 19.2, 133.5, 18.1, 20.4 kcal/mol.